A molecular structure, C22H25CrN3S2. Source: OMol25; level of theory: ωB97M-V with the def2-TZVPD basis set.

Atoms and positions in Å:
Cr1 1.097 0.754 -0.175
C1 -1.363 1.172 1.319
N1 0.025 0.797 1.690
C2 0.069 -0.571 2.253
C3 0.080 -1.614 1.143
N2 1.171 -1.349 0.182
C4 2.507 -1.565 0.783
C5 1.081 -2.126 -1.050
C6 0.684 -3.455 -1.030
C7 0.656 -4.198 -2.199
C8 1.059 -3.603 -3.388
C9 1.462 -2.279 -3.405
C10 1.467 -1.503 -2.242
S1 1.896 0.203 -2.327
C11 0.570 1.823 2.575
C12 0.365 1.754 3.947
C13 0.839 2.755 4.779
C14 1.506 3.837 4.219
C15 1.698 3.911 2.851
C16 1.239 2.905 1.993
S2 1.506 3.036 0.256
H1 -2.004 1.156 2.207
H2 -1.744 0.491 0.557
H3 -1.347 2.177 0.902
H4 -0.792 -0.761 2.902
H5 0.959 -0.652 2.875
H6 -0.851 -1.584 0.579
H7 0.175 -2.606 1.599
H8 2.599 -2.590 1.158
H9 2.684 -0.865 1.601
H10 3.259 -1.393 0.015
H11 0.390 -3.921 -0.097
H12 0.335 -5.231 -2.179
H13 1.054 -4.172 -4.310
H14 1.762 -1.812 -4.335
H15 -0.170 0.913 4.373
H16 0.685 2.692 5.848
H17 1.882 4.630 4.853
H18 2.222 4.752 2.417
C17 -4.132 -3.456 -4.058
C18 -3.426 -2.511 -3.131
C19 -3.821 -2.351 -1.808
C20 -3.112 -1.485 -0.991
N3 -2.057 -0.782 -1.396
C21 -1.691 -0.918 -2.671
C22 -2.335 -1.763 -3.559
H19 -5.058 -3.828 -3.620
H20 -3.496 -4.314 -4.285
H21 -4.370 -2.968 -5.004
H22 -4.670 -2.894 -1.413
H23 -3.409 -1.357 0.047
H24 -0.844 -0.321 -2.989
H25 -1.979 -1.836 -4.579

Calculated values
Spin multiplicity = 5
Kohn-Sham gap (alpha / beta) = 7.495 / 7.859 eV
Total charge = 0

Here are the Mulliken charges for atoms 1 to 4, given in e: Cr 0.545; C -0.899; N 1.064; C -1.494

---

A molecular structure, C22H25F5NO2TeYb in a non-equilibrium geometry. Source: OMol25; level of theory: ωB97M-V with the def2-TZVPD basis set.

Atoms and positions in Å:
C1 2.744 0.167 2.461
C2 2.648 -0.670 1.330
C3 2.117 0.086 0.258
H1 2.964 -1.707 1.248
C4 1.928 1.425 0.718
C5 2.356 1.480 2.085
H2 1.542 2.246 0.127
C6 -1.526 -2.770 2.761
C7 -0.253 -3.111 2.211
C8 -0.302 -2.848 0.802
H3 0.568 -3.622 2.725
C9 -1.612 -2.380 0.475
C10 -2.366 -2.336 1.704
H4 1.889 -0.263 -0.751
H5 2.412 2.365 2.699
H6 3.082 -0.137 3.448
H7 -3.399 -2.010 1.827
H8 0.492 -2.998 0.050
H9 -1.784 -2.897 3.808
Yb1 -0.247 0.596 1.880
C11 -1.905 -1.526 -0.777
C12 -3.393 -1.381 -1.073
C13 -1.175 -2.044 -2.017
H10 -3.824 -2.383 -1.193
H11 -3.490 -0.889 -2.045
H12 -3.899 -0.788 -0.307
H13 -1.533 -3.075 -2.196
H14 -0.060 -2.016 -1.950
H15 -1.513 -1.489 -2.912
C14 -1.280 -0.175 -0.299
C15 -1.429 1.307 -0.755
H16 -0.166 -0.322 -0.142
H17 -1.876 -0.102 0.640
O1 -1.458 2.140 0.248
N1 -1.472 1.576 -2.129
C16 -0.450 2.531 -2.788
H18 -2.431 1.760 -2.451
C17 0.857 1.818 -3.102
C18 2.045 2.496 -2.853
H19 2.007 3.457 -2.352
C19 3.252 1.923 -3.248
H20 4.177 2.481 -3.120
C20 3.274 0.660 -3.849
H21 4.214 0.240 -4.224
C21 2.080 -0.052 -4.026
H22 2.067 -1.037 -4.490
C22 0.865 0.536 -3.666
H23 -0.084 0.020 -3.797
H24 -0.343 3.407 -2.069
H25 -0.866 2.886 -3.803
F1 0.087 -0.290 3.990
Te1 -0.850 1.162 5.019
F2 -2.467 0.098 4.812
F3 -0.225 0.046 6.461
F4 -1.664 2.423 6.283
F5 0.808 2.173 5.019
O2 -1.132 1.814 3.300

Calculated values
Spin multiplicity = 2
Kohn-Sham gap (alpha / beta) = 3.605 / 3.611 eV
Total charge = 0

Here are the Mulliken charges for atoms 1 to 4, given in e: C -0.587; C -0.826; C 0.052; H 0.457

---

A molecular structure, C22H25IInN2O2 in a non-equilibrium geometry. Source: OMol25; level of theory: ωB97M-V with the def2-TZVPD basis set.

Atoms and positions in Å:
C1 -1.720 6.911 -2.303
C2 -1.823 5.830 -3.570
C3 -1.146 4.427 -2.988
C4 0.501 4.341 -3.039
C5 1.171 2.946 -2.420
C6 0.249 1.691 -1.811
C7 -1.395 1.853 -1.798
C8 -2.121 3.210 -2.383
N1 -3.609 3.480 -2.428
C9 -2.278 0.630 -1.153
O1 -3.612 0.604 -1.014
C10 -1.471 -0.705 -0.556
C11 -2.388 -1.933 0.099
C12 -1.752 -3.290 0.771
C13 -0.086 -3.442 0.761
C14 0.505 -4.805 1.461
C15 -0.141 -4.990 2.993
C16 -0.245 -3.583 3.827
I1 -0.301 -3.854 6.023
C17 0.861 -2.250 0.069
C18 2.478 -2.534 0.073
C19 3.135 -2.147 1.539
C20 3.782 -0.642 1.617
N2 3.914 -0.315 3.119
C21 0.170 -0.874 -0.576
C22 1.053 0.347 -1.224
O2 2.390 0.394 -1.325
H1 -0.842 7.647 -2.542
H2 -1.428 6.307 -1.316
H3 -2.754 7.429 -2.108
H4 -1.236 6.194 -4.526
H5 -2.964 5.685 -3.824
H6 1.142 5.233 -3.483
H7 2.353 2.843 -2.397
H8 -3.942 4.042 -1.606
H9 -4.178 2.618 -2.576
H10 -3.557 -1.827 0.090
H11 -2.406 -4.154 1.235
H12 0.171 -5.751 0.829
H13 1.684 -4.778 1.642
H14 -1.222 -5.422 2.863
H15 0.570 -5.702 3.621
H16 -1.263 -3.047 3.535
H17 0.626 -2.825 3.621
H18 3.060 -2.082 -0.845
H19 2.604 -3.717 -0.025
H20 3.990 -2.937 1.791
H21 2.296 -2.234 2.350
H22 4.863 -0.577 1.162
H23 3.076 0.205 1.186
H24 2.905 -0.345 3.451
H25 4.252 0.677 3.221
In1 -3.917 -4.781 0.887

Calculated values
Kohn-Sham gap = 1.518 eV
Total charge = +3

Here are the Mulliken charges for atoms 1 to 4, given in e: C -0.860; C -0.579; C 0.246; C -0.475

---

Repeat the second record exactly.
A molecular structure, C22H25F5NO2TeYb in a non-equilibrium geometry. Source: OMol25; level of theory: ωB97M-V with the def2-TZVPD basis set.

Atoms and positions in Å:
C1 2.744 0.167 2.461
C2 2.648 -0.670 1.330
C3 2.117 0.086 0.258
H1 2.964 -1.707 1.248
C4 1.928 1.425 0.718
C5 2.356 1.480 2.085
H2 1.542 2.246 0.127
C6 -1.526 -2.770 2.761
C7 -0.253 -3.111 2.211
C8 -0.302 -2.848 0.802
H3 0.568 -3.622 2.725
C9 -1.612 -2.380 0.475
C10 -2.366 -2.336 1.704
H4 1.889 -0.263 -0.751
H5 2.412 2.365 2.699
H6 3.082 -0.137 3.448
H7 -3.399 -2.010 1.827
H8 0.492 -2.998 0.050
H9 -1.784 -2.897 3.808
Yb1 -0.247 0.596 1.880
C11 -1.905 -1.526 -0.777
C12 -3.393 -1.381 -1.073
C13 -1.175 -2.044 -2.017
H10 -3.824 -2.383 -1.193
H11 -3.490 -0.889 -2.045
H12 -3.899 -0.788 -0.307
H13 -1.533 -3.075 -2.196
H14 -0.060 -2.016 -1.950
H15 -1.513 -1.489 -2.912
C14 -1.280 -0.175 -0.299
C15 -1.429 1.307 -0.755
H16 -0.166 -0.322 -0.142
H17 -1.876 -0.102 0.640
O1 -1.458 2.140 0.248
N1 -1.472 1.576 -2.129
C16 -0.450 2.531 -2.788
H18 -2.431 1.760 -2.451
C17 0.857 1.818 -3.102
C18 2.045 2.496 -2.853
H19 2.007 3.457 -2.352
C19 3.252 1.923 -3.248
H20 4.177 2.481 -3.120
C20 3.274 0.660 -3.849
H21 4.214 0.240 -4.224
C21 2.080 -0.052 -4.026
H22 2.067 -1.037 -4.490
C22 0.865 0.536 -3.666
H23 -0.084 0.020 -3.797
H24 -0.343 3.407 -2.069
H25 -0.866 2.886 -3.803
F1 0.087 -0.290 3.990
Te1 -0.850 1.162 5.019
F2 -2.467 0.098 4.812
F3 -0.225 0.046 6.461
F4 -1.664 2.423 6.283
F5 0.808 2.173 5.019
O2 -1.132 1.814 3.300

Calculated values
Spin multiplicity = 2
Kohn-Sham gap (alpha / beta) = 3.605 / 3.611 eV
Total charge = 0

Here are the Mulliken charges for atoms 1 to 4, given in e: C -0.587; C -0.826; C 0.052; H 0.457

---

Question: What is the total charge in the first record?
Answer: 0